Here is an isolated ion of composition C8H17N7 and charge +2 at a distorted geometry from the OMol25 dataset. Energies are from ωB97M-V/def2-TZVPD.

Geometry (Å):
C  0.34588  0.13665  -1.29616
C  1.56253  -0.35972  -0.93809
C  0.44533  0.02488  0.95103
C  0.21673  0.29327  -2.77367
C  2.42541  -0.63926  -2.12119
C  2.71111  -0.90446  1.21188
C  -3.09854  -1.02303  0.42519
C  -1.93159  0.05009  2.25774
N  -0.31679  0.38341  -0.12514
N  -1.64087  0.81977  0.01911
N  1.60638  -0.42859  0.42502
N  -1.02445  2.25143  2.28629
N  -1.40448  1.06040  2.91535
N  -2.26142  0.01775  0.98566
N  1.43366  -0.47101  -3.25371
H  -0.69531  -0.13200  -3.19499
H  0.28869  1.34078  -3.07995
H  3.23245  0.09371  -2.21928
H  2.86226  -1.64079  -2.13593
H  2.92925  -1.94945  0.98543
H  3.60506  -0.30971  1.02213
H  2.44354  -0.81912  2.26221
H  -3.47064  -1.68232  1.20621
H  -2.53693  -1.60752  -0.30527
H  -3.94500  -0.55333  -0.07900
H  -2.26258  -0.78404  2.86536
H  -1.63778  1.79917  0.33356
H  -0.06671  2.50082  2.53286
H  -1.63720  3.01593  2.57436
H  -1.18317  0.92746  3.90109
H  1.13617  -1.39933  -3.57535
H  1.86900  -0.01183  -4.06275

The relative energy (zero: lowest compared OMol25 entry of this formula, charge and spin) is 0.000 eV. The total charge is +2. The value obtained for the gap between HOMO and LUMO is 9.848 eV. Its total energy is -18983.1820 eV.

Here is C28H20BrClIN5O7SSr as an isolated structure from the OMol25 dataset. Energies are from ωB97M-V/def2-TZVPD.

Geometry (Å):
Sr  -1.07695  -0.19389  -0.23883
C  2.89440  1.11106  2.28555
C  2.02162  0.34815  1.33112
N  1.34906  0.88674  0.38617
N  1.44761  2.23554  0.20689
C  0.64755  2.61950  -0.79088
O  -0.07876  1.90953  -1.51779
C  0.59425  4.11519  -0.98937
C  -0.11784  4.61700  -2.07328
C  -0.25792  5.98578  -2.25231
C  0.30919  6.86852  -1.34257
C  1.02340  6.37312  -0.25839
C  1.16744  5.00442  -0.08353
C  1.89735  -1.12178  1.48126
C  2.56013  -1.78882  2.51176
C  2.45617  -3.16481  2.61116
C  1.70769  -3.85060  1.67210
C  1.07386  -3.10846  0.68487
N  1.15293  -1.78960  0.58794
H  2.91304  2.15461  1.98520
H  3.91543  0.71941  2.29694
H  2.49379  1.03623  3.30053
H  -0.57503  3.90439  -2.74766
H  -0.82326  6.36603  -3.09534
H  0.18769  7.93796  -1.47247
H  1.46004  7.05846  0.45958
H  1.70535  4.59668  0.76137
H  3.13185  -1.23106  3.23901
H  2.95095  -3.69254  3.41824
H  1.59185  -4.92550  1.70391
H  0.46303  -3.60506  -0.06054
O  -2.76491  0.69614  3.45093
S  -2.35065  -0.44860  2.63254
O  -2.57249  -1.73311  3.31508
O  -3.06322  -0.44654  1.30754
O  -0.88451  -0.31054  2.27160
O  -2.12886  6.27706  2.16694
C  -2.03410  4.98317  1.73618
C  -1.33850  4.01736  2.44704
C  -1.28397  2.73152  1.94100
N  -1.86250  2.39317  0.78371
C  -2.53232  3.32428  0.15136
Br  -3.38820  2.78052  -1.46070
C  -2.66729  4.64138  0.55304
H  -1.62148  6.35475  2.98100
H  -0.85381  4.25314  3.38749
H  -0.77475  1.92591  2.45528
H  -3.21591  5.36892  -0.02489
Cl  -2.07144  -7.16798  -3.21970
C  -1.78111  -5.44892  -2.99058
C  -1.32341  -4.70356  -4.03955
C  -1.07912  -3.33426  -3.89242
I  -0.38406  -2.24120  -5.52899
C  -1.27627  -2.63213  -2.68645
O  -1.06240  -1.40350  -2.51769
C  -1.77179  -3.46852  -1.58447
N  -1.97185  -2.81705  -0.41609
C  -2.42401  -3.46807  0.63201
C  -2.69217  -4.85148  0.57911
C  -2.49020  -5.53660  -0.58471
C  -2.01992  -4.85152  -1.72774
H  -1.14785  -5.17922  -4.99546
H  -2.57223  -2.89550  1.54598
H  -3.05428  -5.35027  1.46897
H  -2.68711  -6.59913  -0.65143

The relative energy (zero: lowest compared OMol25 entry of this formula, charge and spin) is 0.000 eV. The total charge is -2. The value obtained for the gap between HOMO and LUMO is 6.245 eV. Its total energy is -153487.9722 eV.

Here is C5H8O as an isolated structure at a distorted geometry from the OMol25 dataset. Energies are from ωB97M-V/def2-TZVPD.

Geometry (Å):
C  -0.13073  1.50882  -0.69180
C  -0.05311  0.14875  -0.06796
C  0.91450  -0.17764  0.97180
C  0.73440  -1.05782  -0.52377
O  -0.33431  -1.95166  -0.27508
C  -1.21205  -0.84453  0.02355
H  0.87425  1.91598  -0.84190
H  -0.67960  2.18783  -0.03083
H  -0.63353  1.47083  -1.66225
H  1.79573  0.46560  1.02936
H  0.66884  -0.76086  1.84945
H  1.71864  -1.23772  -0.04380
H  -1.68252  -0.95499  1.00830
H  -1.98049  -0.71262  -0.74507

The relative energy (zero: lowest compared OMol25 entry of this formula, charge and spin) is 4.182 eV. The value obtained for the gap between HOMO and LUMO is 9.073 eV. Its total energy is -7358.0734 eV.

Here is C17H23CaF3N5O2 as an isolated structure at a distorted geometry from the OMol25 dataset. Energies are from ωB97M-V/def2-TZVPD.

Geometry (Å):
Ca  0.41466  -0.16006  0.24981
C  0.64795  4.23158  -0.60194
C  0.31453  2.77848  -0.72340
N  1.15987  1.84524  -0.90436
C  2.60792  2.05765  -0.93417
C  3.33324  0.73276  -1.27271
N  2.52887  -0.45124  -0.86349
C  3.30154  -1.68738  -0.57615
C  2.40584  -2.70482  0.12198
N  1.21737  -3.02887  -0.68008
C  0.06670  -3.57654  0.05707
C  -1.24161  -3.14566  -0.59658
N  -1.37157  -1.67934  -0.53086
C  -2.49759  -1.09448  -0.64423
C  -3.82135  -1.75995  -0.86789
C  -2.48723  0.42374  -0.54522
C  -3.62120  1.18974  -0.32873
C  -3.47463  2.56871  -0.27444
C  -2.22069  3.14771  -0.42592
C  -1.13046  2.31472  -0.60953
N  -1.29128  0.99142  -0.67271
H  1.65723  4.36678  -0.22065
H  -0.03909  4.74950  0.06422
H  0.59148  4.70943  -1.58400
H  2.93038  2.40873  0.04922
H  2.89116  2.82448  -1.65576
H  4.28282  0.69798  -0.74454
H  3.56304  0.68779  -2.33667
H  1.94490  -0.66241  -1.67190
H  4.11405  -1.42202  0.09646
H  3.74019  -2.11016  -1.48209
H  2.12692  -2.31634  1.11104
H  2.98384  -3.61031  0.30176
H  0.90775  -2.23730  -1.21405
H  0.07160  -3.24214  1.09893
H  0.10894  -4.66473  0.06360
H  -2.07209  -3.65501  -0.11161
H  -1.23439  -3.44334  -1.64930
H  -3.70688  -2.77249  -1.24086
H  -4.41267  -1.19033  -1.58479
H  -4.38799  -1.80203  0.06716
H  -4.59272  0.73174  -0.20414
H  -4.34132  3.19681  -0.11194
H  -2.10747  4.22233  -0.39501
F  -1.21988  -0.27020  4.54436
C  -0.05992  0.28745  4.19516
F  -0.06326  1.55508  4.57722
F  0.92499  -0.34980  4.82956
C  0.13712  0.14999  2.66224
O  0.34696  1.18852  1.97886
O  0.07341  -1.02141  2.19109

The total charge is +1. The value obtained for the gap between HOMO and LUMO is 8.597 eV. Its total energy is -56137.5871 eV.

Here is one molecule with the formula C4H2N2S2 at a distorted geometry from the OMol25 dataset. Energies are from ωB97M-V/def2-TZVPD.

Geometry (Å):
C  -1.37414  -0.09964  -0.03343
C  -0.59362  1.18990  -0.00550
C  1.35586  0.14977  0.06307
C  0.58051  -1.16090  0.06992
H  -1.19116  2.10683  0.03372
H  1.24398  -2.08175  0.06449
N  0.65302  1.32791  0.04478
N  -0.68497  -1.27415  0.01803
S  -2.98173  -0.07040  -0.11518
S  2.99224  -0.08757  -0.13989

The relative energy (zero: lowest compared OMol25 entry of this formula, charge and spin) is 0.771 eV. The value obtained for the gap between HOMO and LUMO is 6.705 eV. Its total energy is -28828.7117 eV. Its SMILES is S=C1C=NC(=S)C=N1.

Here is one molecule with the formula C30H32N6O3 from the OMol25 dataset. Energies are from ωB97M-V/def2-TZVPD.

Geometry (Å):
C  -2.10421  2.29859  0.48601
C  -2.25974  1.64911  1.81369
N  -2.68938  2.36585  2.83922
N  -2.73973  1.55856  3.89387
C  -2.34887  0.31516  3.57252
C  -2.02404  0.31526  2.22697
C  -1.53891  -0.91378  1.53005
N  -0.08396  -0.89708  1.31436
C  0.61695  -2.02301  1.52845
O  0.09793  -3.08493  1.85586
C  2.09955  -1.91987  1.37152
N  2.59543  -1.36627  0.26993
C  3.91142  -1.31338  0.15791
C  4.74534  -1.81283  1.15062
N  4.25551  -2.38577  2.23950
C  2.94076  -2.45044  2.35026
H  2.54367  -2.92989  3.23370
H  5.82266  -1.76649  1.07566
H  4.29282  -0.86532  -0.74878
C  0.52372  0.29949  0.84759
C  0.56685  0.56868  -0.51315
C  1.16630  1.72305  -0.97354
C  1.71683  2.62822  -0.06907
C  1.67857  2.35157  1.29566
C  1.08533  1.19126  1.75071
H  1.05483  0.97416  2.80816
H  2.12053  3.05627  1.98210
O  2.37662  3.76006  -0.44993
C  2.01673  4.42901  -1.59586
C  0.69719  4.55463  -2.01574
C  0.40754  5.30308  -3.14209
C  1.41832  5.93286  -3.84798
C  2.72979  5.81930  -3.41749
C  3.03287  5.07014  -2.29637
H  4.04846  4.97370  -1.94518
H  3.52268  6.31384  -3.95843
H  1.18422  6.51481  -4.72631
H  -0.61878  5.39727  -3.46379
H  -0.09684  4.07929  -1.45893
H  1.21747  1.92216  -2.03345
H  0.14145  -0.13459  -1.21052
H  -1.71721  -1.76171  2.20605
C  -2.21574  -1.27010  0.18683
O  -2.88421  -0.50970  -0.48071
N  -1.95280  -2.54128  -0.15034
H  -1.36937  -3.10022  0.45862
C  -2.31212  -3.11551  -1.43204
C  -2.30977  -4.63977  -1.32816
C  -0.89863  -5.19120  -1.12336
C  0.03605  -4.71322  -2.23084
C  0.06215  -3.18866  -2.28604
C  -1.34443  -2.64919  -2.52790
H  -1.71222  -3.00580  -3.49214
H  -1.34273  -1.55800  -2.55434
H  0.45765  -2.79612  -1.34600
H  0.72633  -2.85542  -3.08647
H  1.04316  -5.09674  -2.05527
H  -0.30902  -5.10309  -3.19189
H  -0.93742  -6.28245  -1.11515
H  -0.50243  -4.87411  -0.15609
H  -2.95530  -4.94967  -0.50389
H  -2.72498  -5.04754  -2.25195
H  -3.31836  -2.75081  -1.67386
H  -2.32988  -0.47955  4.29231
C  -3.19055  2.04362  5.16544
H  -4.09152  1.51498  5.48331
H  -3.41439  3.10207  5.05153
H  -2.41661  1.91488  5.92484
H  -2.78650  3.14276  0.42955
H  -1.08685  2.66862  0.36660
H  -2.32619  1.59118  -0.30630

The relative energy (zero: lowest compared OMol25 entry of this formula, charge and spin) is 0.000 eV. The value obtained for the gap between HOMO and LUMO is 8.614 eV. Its total energy is -46713.4273 eV. Its SMILES is Cc1nn(C)cc1[C@@H](C(=O)NC1CCCCC1)N(C(=O)c1cnccn1)c1ccc(Oc2ccccc2)cc1.

Here is an isolated ion of composition C4H10N and charge +1 at a distorted geometry from the OMol25 dataset. Energies are from ωB97M-V/def2-TZVPD.

Geometry (Å):
C  0.58789  1.28707  -0.74994
C  0.49701  0.17859  0.25216
C  -0.78491  -0.42668  -0.34366
C  1.68819  -0.74229  0.37152
N  -2.02464  -0.18010  0.28772
H  0.22914  2.32107  -0.37202
H  0.65426  1.06754  -1.81101
H  0.37012  0.73771  1.21019
H  -0.68023  -1.13930  -1.21061
H  1.86011  -1.20666  -0.55720
H  1.86088  -1.42091  1.17016
H  2.53447  -0.06779  0.40704
H  -2.81355  -0.17666  -0.38238
H  -1.69415  0.68973  0.70708
H  -2.28459  -0.92133  1.02095

The relative energy (zero: lowest compared OMol25 entry of this formula, charge and spin) is 4.462 eV. The total charge is +1. The value obtained for the gap between HOMO and LUMO (spin up / spin down) is 8.446 / 9.054 eV. Its total energy is -5789.3960 eV.

Here is C4H12N2 as an isolated structure at a distorted geometry from the OMol25 dataset. Energies are from ωB97M-V/def2-TZVPD.

Geometry (Å):
C  -1.54707  0.37021  -0.25820
C  1.46943  -1.09468  0.45963
C  1.97278  1.18493  -0.13021
C  -2.56690  -0.59975  0.30373
N  0.93222  0.21196  0.13783
N  -0.73404  -0.09281  -1.25309
H  -0.35634  0.68065  -1.80062
H  -1.88762  1.41065  -0.32436
H  -0.39534  0.46336  0.50094
H  2.06860  -1.49047  -0.36978
H  2.60076  0.87486  -0.97570
H  2.11947  -1.05615  1.34465
H  0.64935  -1.78870  0.64944
H  1.52355  2.15435  -0.36122
H  2.63820  1.31798  0.73461
H  -3.44879  -0.67081  -0.34053
H  -2.13570  -1.59885  0.39118
H  -2.90258  -0.27673  1.29171

The relative energy (zero: lowest compared OMol25 entry of this formula, charge and spin) is 4.827 eV. The value obtained for the gap between HOMO and LUMO (spin up / spin down) is 7.977 / 7.970 eV. Its total energy is -7318.2015 eV.

Here is one molecule with the formula C18H17BFNO4 at a distorted geometry from the OMol25 dataset. Energies are from ωB97M-V/def2-TZVPD.

Geometry (Å):
O  -2.14903  -1.52611  1.74756
F  1.39785  3.55508  -2.31655
O  0.58567  -4.93570  0.12384
O  -1.47090  -4.56619  1.20293
O  -0.21948  1.06128  -2.70921
B  -0.48313  -4.10354  0.35770
C  -0.99765  -1.12737  1.65932
C  -0.57630  -0.27179  -2.57749
C  0.33668  -0.96891  -1.80232
C  -1.65575  3.59490  0.16107
C  3.20415  1.04622  -0.39006
C  -2.61866  2.70642  0.58794
C  -0.33537  3.35632  0.45188
C  2.86293  2.25586  -1.00595
C  2.46288  -0.08740  -0.61030
C  -2.25228  1.59641  1.31612
C  0.02895  2.24344  1.19342
C  1.76049  2.34427  -1.80007
C  0.91671  1.21936  -1.94722
C  1.30830  -0.01415  -1.40657
C  -0.92497  1.33792  1.62134
N  -0.08322  -1.79239  0.87785
C  -0.57258  0.12136  2.39595
C  0.28589  -2.40451  -1.43299
C  -0.55257  -2.64174  -0.20661
H  0.48490  -5.76312  0.64142
H  -2.01086  -3.78582  1.47171
H  -1.50985  -0.67959  -2.96978
H  -1.91561  4.47198  -0.38952
H  4.04415  1.01402  0.27717
H  -3.64593  2.91313  0.34857
H  0.41579  4.06979  0.17846
H  3.40489  3.15094  -0.79953
H  2.68259  -1.01465  -0.10741
H  -2.99880  0.95122  1.69812
H  1.07173  2.00785  1.45173
H  0.77874  -1.33839  0.64586
H  0.50021  0.08494  2.61100
H  -1.11136  0.12800  3.36992
H  -0.12728  -2.97307  -2.26494
H  1.28447  -2.82139  -1.28153
H  -1.60642  -2.41488  -0.37282

The relative energy (zero: lowest compared OMol25 entry of this formula, charge and spin) is 0.000 eV. The value obtained for the gap between HOMO and LUMO is 9.215 eV. Its total energy is -32019.1095 eV. Its SMILES is O=C(Cc1ccccc1)N[C@@H](Cc1coc2c(F)cccc12)B(O)O.

Here is one molecule with the formula C3H5ClFN at a distorted geometry from the OMol25 dataset. Energies are from ωB97M-V/def2-TZVPD.

Geometry (Å):
C  -1.20504  0.55820  0.23657
C  -0.06635  -0.22592  -0.56650
C  1.08960  -0.92879  0.22765
H  -0.90234  0.27184  1.17454
H  -0.24726  -0.13981  -1.72264
H  0.74143  -0.91925  1.25172
H  1.72151  -1.89546  -0.03775
H  1.45216  1.40728  0.08626
N  1.26017  0.45236  -0.42678
F  -1.16660  1.91169  -0.04726
Cl  -2.67728  -0.49213  -0.17580

The relative energy (zero: lowest compared OMol25 entry of this formula, charge and spin) is 2.307 eV. The value obtained for the gap between HOMO and LUMO is 10.530 eV. Its total energy is -19918.8224 eV. Its SMILES is F[C@@H](Cl)[C@@H]1CN1.

Here is one molecule with the formula C3H5NO2 from the OMol25 dataset. Energies are from ωB97M-V/def2-TZVPD.

Geometry (Å):
N  1.86280  -0.97618  -0.18924
C  0.84789  -0.27654  -0.46378
C  -0.45960  -0.58099  0.24213
O  -1.39405  0.49802  -0.00322
C  -1.78082  1.34606  0.91030
O  0.82065  0.72025  -1.37026
H  2.65838  -0.68557  -0.75735
H  -0.90939  -1.48739  -0.16981
H  -0.29784  -0.69633  1.31790
H  -0.06161  1.12496  -1.38351
H  -1.28641  1.01370  1.86685

The relative energy (zero: lowest compared OMol25 entry of this formula, charge and spin) is 4.113 eV. The value obtained for the gap between HOMO and LUMO is 9.469 eV. Its total energy is -8773.5814 eV.

Here is one molecule with the formula CHNOS2 at a distorted geometry from the OMol25 dataset. Energies are from ωB97M-V/def2-TZVPD.

Geometry (Å):
C  0.28513  0.51910  0.02204
N  -1.97542  0.27342  0.32404
O  -0.85393  0.87094  0.35667
S  1.54406  -0.13889  -0.81477
S  2.76890  -0.93806  0.46381
H  -1.76874  -0.58652  -0.35178

The relative energy (zero: lowest compared OMol25 entry of this formula, charge and spin) is 5.865 eV. The value obtained for the gap between HOMO and LUMO (spin up / spin down) is 7.303 / 7.791 eV. Its total energy is -26254.0223 eV.